ORCA calculation (wB97M-V/def2-TZVPD) on 2 unconnected molecules or ions with the total composition C2H8N3 at a distorted geometry.

Each atom is followed by the atoms it is bonded to, with distances in Å.
CARTESIAN COORDINATES (ANGSTROEM)
1 C -0.70396 0.50193 -1.46499  N3 1.269, H6 1.180
2 C 1.43034 -0.01896 1.71655  N5 1.449, H7 1.064, H8 1.153, H9 1.007
3 N -1.64358 0.52261 -2.31764  C1 1.269, H10 1.026, H12 1.018
4 N -0.55961 -0.92169 0.63521  N5 1.245, H11 1.041
5 N 0.62385 -0.99835 1.01557  C2 1.449, N4 1.245, H13 1.008
6 H 0.30132 0.99134 -1.84362  C1 1.180
7 H 0.94541 0.89501 1.46915  C2 1.064
8 H 1.19638 -0.12683 2.83990  C2 1.153
9 H 2.39637 -0.14438 1.46293  C2 1.007
10 H -1.69779 1.14704 -3.13014  N3 1.026
11 H -1.07092 -0.13008 1.07776  N4 1.041
12 H -2.51414 -0.00202 -2.25300  N3 1.018
13 H 1.29633 -1.71561 0.79231  N5 1.008

Its total charge is +1. For the HOMO energy (alpha / beta), the calculation gives -10.752 / -13.854 eV. The value obtained for the calculated total energy is -6660.5305 eV. Its spin multiplicity is 3. As for the orbital gap (alpha / beta): 5.442 / 6.644 eV. The relative energy (zero: lowest compared OMol25 entry of this formula, charge and spin) is 48.2 kcal per mole. The expectation value of S² is 2.012.

Results of the Mulliken charge analysis, in e, for atoms 1 through 4:
1. C 0.15
2. C -0.81
3. N -0.18
4. N -0.75